DFT (ωB97M-V with the def2-TZVPD basis set) results for a cluster of 12 separate species, H24O12 in total in a non-equilibrium geometry.

Geometry as ORCA input:
```
! wB97M-V def2-TZVPD RIJCOSX def2/J DEFGRID3
* xyz 0 1
O -0.31 -0.07 -0.19
H 0.50 -0.59 -0.18
H -0.22 0.79 0.20
O 2.19 1.28 1.50
H 2.40 1.23 0.56
H 2.84 0.67 1.84
O -2.71 -0.52 0.97
H -2.76 0.12 1.65
H -1.82 -0.34 0.60
O -1.17 2.17 1.08
H -1.39 3.06 1.41
H -0.73 1.78 1.85
O 2.55 1.25 -1.05
H 2.38 0.67 -1.80
H 3.53 1.35 -1.16
O 0.05 0.93 3.07
H 0.26 1.42 3.85
H 0.82 1.06 2.52
O -0.45 -0.24 -2.98
H -0.61 -0.17 -2.04
H -1.26 -0.62 -3.33
O -0.48 -3.01 -1.79
H 0.09 -2.60 -2.48
H -1.15 -2.40 -1.60
O 1.76 -1.87 -0.13
H 1.46 -2.23 0.69
H 1.74 -2.55 -0.83
O -2.84 -1.47 -1.50
H -2.92 -0.95 -0.67
H -3.72 -1.75 -1.76
O -3.30 2.90 -0.62
H -3.28 2.34 -1.41
H -2.63 2.43 -0.10
O 4.00 -1.09 1.21
H 3.26 -1.31 0.67
H 3.92 -1.70 1.97
*
```

total energy: -917.29224 Eh
HOMO energy: -0.39700 Ha
frontier orbital gap: 0.397 Eh


DFT (ωB97M-V with the def2-TZVPD basis set) results for an isolated molecule of C2H4N2O2 in a non-equilibrium geometry.

Geometry as ORCA input:
```
! wB97M-V def2-TZVPD RIJCOSX def2/J DEFGRID3
* xyz 0 1
H -2.84 0.93 -0.16
N -1.94 0.34 0.02
N -0.87 1.00 0.04
C 0.21 0.03 -0.19
O -0.13 -1.29 -0.08
C 1.80 -0.04 0.51
O 2.71 0.10 -0.25
H 0.47 0.27 -1.31
H -1.14 -1.09 -0.16
H 1.74 -0.25 1.58
*
```

total energy: -338.48262 Eh
HOMO energy: -0.35778 Ha
frontier orbital gap: 0.353 Eh


DFT (ωB97M-V with the def2-TZVPD basis set) results for a cluster of 6 separate species, C18H17BN5O10 in total in a non-equilibrium geometry.

Geometry as ORCA input:
```
! wB97M-V def2-TZVPD RIJCOSX def2/J DEFGRID3
* xyz -1 1
O 3.56 -0.72 -0.97
C 2.58 -0.89 -0.20
O 2.45 -0.36 1.06
B 1.05 -0.67 1.48
O 0.48 -1.62 0.41
C 1.22 -1.52 -0.65
O 1.00 -1.97 -1.82
O 0.25 0.55 1.68
C -0.16 0.61 2.92
O -0.74 1.61 3.40
C 0.47 -0.55 3.65
O 1.10 -1.28 2.81
O 0.36 -0.76 4.87
C 4.09 0.22 -4.03
C 3.37 -1.04 -4.22
N 2.81 -2.02 -4.41
H 4.78 0.21 -3.18
H 3.49 1.12 -3.90
H 4.70 0.45 -4.90
C 1.52 3.54 0.67
C 1.80 4.65 -0.18
N 1.96 5.62 -0.80
H 2.17 3.47 1.54
H 1.66 2.55 0.22
H 0.51 3.64 1.06
C 5.85 -2.86 -0.36
C 4.70 -3.35 -1.16
N 3.71 -3.62 -1.79
H 5.66 -3.23 0.65
H 5.80 -1.78 -0.21
H 6.80 -3.17 -0.79
C -2.82 -2.06 -0.74
C -1.92 -2.95 -1.49
N -1.22 -3.67 -2.06
H -2.97 -1.12 -1.27
H -2.18 -1.97 0.13
H -3.77 -2.51 -0.43
C -5.66 1.15 2.54
C -4.26 0.86 2.54
C -3.51 0.94 1.42
C -4.09 1.31 0.24
C -5.46 1.66 0.21
C -6.24 1.54 1.35
N -3.30 1.34 -1.01
O -3.95 1.44 -2.06
O -2.06 1.36 -1.01
H -6.24 1.10 3.45
H -3.69 0.52 3.40
H -2.53 0.50 1.49
H -5.85 1.96 -0.75
H -7.29 1.78 1.20
*
```

total energy: -1747.28170 Eh
HOMO energy: -0.26016 Ha
frontier orbital gap: 0.300 Eh


DFT (ωB97M-V with the def2-TZVPD basis set) results for a cluster of 3 separate species, C3H13NO2 in total in a non-equilibrium geometry.

Geometry as ORCA input:
```
! wB97M-V def2-TZVPD RIJCOSX def2/J DEFGRID3
* xyz 1 2
C 1.35 -1.97 -1.53
N 0.76 -0.88 -0.81
C 1.66 -0.20 0.12
C 0.08 0.09 -1.71
H 1.54 -1.75 -2.59
H 0.58 -2.71 -1.67
H 2.29 -2.29 -1.11
H 1.05 0.28 0.90
H 2.27 -0.89 0.69
H 2.27 0.53 -0.41
H -0.57 0.72 -1.11
H -0.52 -0.47 -2.41
H 0.83 0.70 -2.19
H -1.81 2.00 2.85
H -2.16 2.09 4.31
O -1.84 2.64 3.58
H -3.29 0.56 0.75
H -1.85 0.77 0.89
O -2.65 0.79 1.44
*
```

total energy: -326.98042 Eh
HOMO energy (alpha / beta): -0.48768 / -0.48768 Ha
frontier orbital gap (alpha / beta): 0.363 / 0.186 Eh
<S²>: 0.754


DFT (ωB97M-V with the def2-TZVPD basis set) results for an isolated molecule of C2H5NO.

Geometry as ORCA input:
```
! wB97M-V def2-TZVPD RIJCOSX def2/J DEFGRID3
* xyz 0 1
C 0.03 0.08 -1.10
C -0.55 -0.07 0.30
N 0.37 -0.03 1.30
O -1.74 -0.20 0.50
H 1.10 -0.13 -1.13
H -0.14 1.09 -1.48
H -0.49 -0.62 -1.76
H 0.06 -0.19 2.25
H 1.36 0.08 1.13
*
```

total energy: -209.22210 Eh
HOMO energy: -0.36186 Ha
frontier orbital gap: 0.395 Eh


DFT (ωB97M-V with the def2-TZVPD basis set) results for a structure of composition C44H58BrN6O5W in a non-equilibrium geometry.

Geometry as ORCA input:
```
! wB97M-V def2-TZVPD RIJCOSX def2/J DEFGRID3
* xyz 1 3
W -1.03 0.06 -0.79
O -5.45 -0.71 -4.22
C -5.13 0.63 -4.19
C -5.93 1.57 -4.77
C -5.58 2.89 -4.74
C -4.41 3.30 -4.13
C -3.64 2.37 -3.51
C -3.99 1.02 -3.53
C -3.07 0.04 -2.82
O -2.57 0.70 -1.64
N -1.96 -0.37 -3.64
N -0.78 -0.34 -3.01
C 0.29 -0.19 -3.86
C 1.54 0.00 -3.52
Br 0.15 2.16 -1.10
C 2.83 0.12 -3.50
C 3.81 -0.99 -3.65
C 3.39 -2.31 -3.90
C 4.40 -3.27 -4.07
C 5.72 -2.89 -4.03
C 6.09 -1.57 -3.82
C 5.13 -0.61 -3.61
H -6.35 -0.84 -4.55
H -6.86 1.31 -5.27
H -6.06 3.69 -5.27
H -4.13 4.35 -4.11
H -2.77 2.67 -2.92
H -3.58 -0.87 -2.55
H -2.05 -0.14 -4.62
H 0.06 -0.27 -4.92
H 3.27 1.06 -3.50
H 2.37 -2.59 -4.00
H 4.21 -4.32 -4.29
H 6.52 -3.66 -4.00
H 7.13 -1.27 -3.84
H 5.42 0.46 -3.56
C -1.01 -0.46 4.06
C -0.04 0.22 3.04
C 1.39 0.21 3.55
C -0.54 1.60 2.66
C -0.15 2.70 3.39
C -0.66 3.95 3.14
C -1.62 4.12 2.18
C -2.07 2.99 1.45
C -3.19 3.17 0.47
C -4.45 3.48 1.29
C -2.85 4.36 -0.45
C -1.52 1.76 1.70
N -1.94 0.64 0.93
C -3.07 0.00 1.29
C -3.27 -1.19 0.65
C -4.33 -2.13 0.70
C -4.01 -3.20 -0.07
C -2.76 -2.90 -0.66
N -2.35 -1.67 -0.26
C -1.97 -3.99 -1.23
C -1.10 -4.43 -0.05
C -1.04 -3.55 -2.36
C -2.82 -5.17 -1.73
H -0.70 -1.45 4.42
H -2.05 -0.61 3.68
H -1.12 0.13 4.97
H 0.03 -0.46 2.21
H 1.45 0.60 4.56
H 2.00 0.85 2.88
H 1.84 -0.81 3.46
H 0.74 2.59 4.03
H -0.25 4.86 3.71
H -2.05 5.09 2.08
H -3.34 2.23 -0.08
H -4.47 4.47 1.81
H -4.60 2.77 2.13
H -5.34 3.34 0.67
H -2.72 5.26 0.11
H -3.62 4.55 -1.17
H -1.96 4.21 -0.99
H -3.78 0.46 1.99
H -5.26 -1.99 1.20
H -4.55 -4.11 -0.29
H -0.35 -3.69 0.18
H -0.55 -5.30 -0.41
H -1.72 -4.68 0.78
H -0.51 -2.66 -2.04
H -1.61 -3.28 -3.26
H -0.42 -4.39 -2.51
H -3.33 -5.76 -0.92
H -2.21 -5.89 -2.26
H -3.56 -4.87 -2.42
C 4.10 2.19 1.99
N 4.62 1.69 3.26
C 5.10 2.76 4.15
C 4.85 0.33 3.40
O 4.87 -0.42 2.45
N 5.00 -0.13 4.69
C 4.58 0.53 5.90
C 5.63 -1.46 4.76
H 3.46 3.03 2.07
H 3.57 1.44 1.53
H 4.93 2.45 1.28
H 5.62 3.51 3.55
H 5.78 2.48 4.93
H 4.29 3.27 4.59
H 5.40 0.93 6.46
H 4.07 -0.20 6.55
H 3.95 1.34 5.66
H 5.91 -1.72 3.74
H 4.89 -2.26 5.05
H 6.45 -1.48 5.48
C 2.63 -1.73 0.45
C 1.69 -1.62 -0.67
O 1.86 -2.03 -1.78
O 0.52 -0.95 -0.32
H 3.32 -2.56 0.40
H 2.06 -1.77 1.35
H 3.26 -0.80 0.30
*
```

total energy: -5057.04942 Eh
HOMO energy (alpha / beta): -0.38513 / -0.38567 Ha
frontier orbital gap (alpha / beta): 0.239 / 0.225 Eh
<S²>: 2.025


DFT (ωB97M-V with the def2-TZVPD basis set) results for a cluster of 2 separate species, C5H8Cl2Si in total in a non-equilibrium geometry.

Geometry as ORCA input:
```
! wB97M-V def2-TZVPD RIJCOSX def2/J DEFGRID3
* xyz 0 1
C -0.63 -1.51 0.55
C -0.82 -0.04 0.74
C -0.57 -2.22 -0.57
C -0.43 0.89 -0.13
C -0.56 2.37 0.02
Si 2.27 -0.61 -1.14
Cl 2.79 -2.23 0.05
Cl 2.64 0.96 0.26
H -0.29 -1.83 1.60
H -1.20 0.36 1.73
H -0.25 -3.22 -0.61
H -0.72 -1.89 -1.53
H -0.14 0.59 -1.08
H -1.10 2.83 1.01
H -1.28 2.60 -0.77
H 0.29 2.95 -0.12
*
```

total energy: -1405.17710 Eh
HOMO energy: -0.33012 Ha
frontier orbital gap: 0.305 Eh


DFT (ωB97M-V with the def2-TZVPD basis set) results for a cluster of 2 separate species, C35H40BCl2F4N4O4SSi in total in a non-equilibrium geometry.

Geometry as ORCA input:
```
! wB97M-V def2-TZVPD RIJCOSX def2/J DEFGRID3
* xyz -1 1
C 1.68 3.98 2.37
C 0.42 3.43 1.56
C -0.21 2.07 2.12
Cl 0.30 1.68 3.87
C 0.00 0.81 1.14
C -1.19 0.14 0.36
C -0.98 -1.11 -0.58
C 0.41 -1.75 -0.81
C 0.57 -3.01 -1.78
N 1.11 -2.47 -3.10
C 1.62 -1.10 -0.03
C 3.05 -1.77 -0.27
C 3.86 -0.88 -1.35
O 4.67 -1.65 -2.27
Si 6.13 -0.69 -2.51
C 7.24 -0.76 -0.93
C 7.07 -1.38 -4.06
C 5.58 1.09 -2.98
C 1.41 0.12 0.92
C 2.76 0.62 1.67
C 3.71 1.63 1.00
C 5.04 2.19 1.62
C 5.33 1.55 3.03
C 4.29 0.52 3.52
N 3.07 0.07 2.94
C -2.30 -1.72 -1.28
O -2.34 -2.12 -2.47
C -3.60 -1.74 -0.33
C -4.58 -2.95 -0.28
C -4.38 -4.27 -1.15
C -4.89 -4.16 -2.67
C -4.04 -5.25 -3.52
Cl -3.96 -6.90 -2.65
C -5.78 -2.82 0.72
C -6.00 -1.56 1.62
C -5.03 -0.35 1.58
C -5.15 0.99 2.44
C -5.99 2.12 1.63
S -7.37 1.37 0.64
C -8.07 2.60 -0.54
N -8.35 4.00 -0.40
N -8.91 4.56 -1.50
C -9.03 3.52 -2.51
O -8.50 2.35 -1.89
C -3.82 -0.47 0.58
C -2.70 0.69 0.47
O -3.01 1.91 0.43
H 2.37 3.18 2.79
H 1.41 4.70 3.22
H 2.31 4.60 1.62
H 0.62 3.33 0.42
H -0.40 4.25 1.64
H -1.35 2.25 2.20
H 1.32 -3.79 -1.39
H -0.40 -3.58 -1.98
H 1.26 -1.45 -3.03
H 0.40 -2.61 -3.83
H 3.02 -2.86 -0.59
H 3.60 -1.74 0.74
H 4.52 -0.16 -0.74
H 3.10 -0.20 -1.90
H 8.07 0.04 -0.97
H 6.65 -0.55 0.04
H 7.68 -1.83 -0.81
H 8.10 -0.90 -4.19
H 6.43 -1.20 -5.00
H 7.12 -2.53 -3.91
H 4.56 1.05 -3.52
H 5.39 1.67 -2.00
H 6.35 1.68 -3.59
H 3.41 2.02 -0.04
H 5.72 2.94 1.11
H 6.27 1.84 3.63
H 4.54 0.03 4.54
H -4.82 -5.18 -0.61
H -3.24 -4.47 -1.17
H -4.80 -3.11 -3.10
H -5.98 -4.56 -2.68
H -2.95 -4.94 -3.67
H -4.54 -5.48 -4.53
H -6.56 -3.65 0.84
H -6.89 -1.56 2.35
H -4.10 1.45 2.62
H -5.58 0.82 3.50
H -5.35 2.73 0.92
H -6.46 2.87 2.38
H -9.47 3.59 -3.56
B 3.90 3.64 5.58
F 4.92 3.91 4.61
F 3.87 2.23 5.85
F 4.18 4.35 6.79
F 2.64 4.04 5.06
*
```

total energy: -3909.82994 Eh
HOMO energy: -0.24048 Ha
frontier orbital gap: 0.254 Eh


DFT (ωB97M-V with the def2-TZVPD basis set) results for a cluster of 2 separate species, C4H10S in total in a non-equilibrium geometry.

Geometry as ORCA input:
```
! wB97M-V def2-TZVPD RIJCOSX def2/J DEFGRID3
* xyz 0 1
C 0.61 2.18 -0.64
C 1.46 2.03 -1.65
H 0.47 1.29 0.11
H -0.24 2.85 -0.69
H 2.24 1.29 -1.43
H 1.44 2.59 -2.57
C -1.16 -1.16 1.50
C 0.05 -1.71 0.75
S -0.14 -1.73 -1.14
H -1.62 -0.29 0.94
H -2.04 -1.93 1.43
H -1.20 -0.88 2.60
H 0.48 -2.74 1.05
H 0.80 -0.89 1.05
H -1.16 -0.88 -1.29
*
```

total energy: -556.50437 Eh
HOMO energy: -0.33283 Ha
frontier orbital gap: 0.369 Eh


DFT (ωB97M-V with the def2-TZVPD basis set) results for a cluster of 3 separate species, C5H11NS2 in total in a non-equilibrium geometry.

Geometry as ORCA input:
```
! wB97M-V def2-TZVPD RIJCOSX def2/J DEFGRID3
* xyz -1 2
C -0.41 -1.71 -1.33
S -1.34 -2.44 -2.66
S -2.30 0.17 0.31
C -3.25 -0.54 -1.02
H 0.63 -2.06 -1.35
H -0.37 -0.62 -1.40
H -0.83 -1.96 -0.37
H -3.31 -1.63 -0.98
H -4.27 -0.14 -0.94
H -2.88 -0.30 -2.02
C 1.41 1.19 0.79
C 1.46 0.01 1.45
C 3.04 2.35 1.39
N 2.43 2.03 0.29
H 0.42 1.64 0.73
H 2.39 -0.55 1.53
H 0.53 -0.42 1.80
H 3.10 3.38 1.75
H 3.56 1.61 2.03
*
```

total energy: -1048.08528 Eh
HOMO energy (alpha / beta): -0.12965 / -0.09186 Ha
frontier orbital gap (alpha / beta): 0.221 / 0.166 Eh
<S²>: 0.757


DFT (ωB97M-V with the def2-TZVPD basis set) results for a structure of composition C10H21ClNO2P2SeW in a non-equilibrium geometry.

Geometry as ORCA input:
```
! wB97M-V def2-TZVPD RIJCOSX def2/J DEFGRID3
* xyz 3 3
C -1.60 4.21 -3.42
C -0.89 3.05 -2.80
H -2.39 3.85 -4.08
H -0.89 4.79 -4.03
H -2.04 4.84 -2.64
O -1.08 1.88 -3.05
Cl 0.30 3.61 -1.57
W 0.40 -1.10 0.87
P 1.86 -0.96 -1.01
C 2.01 -2.58 -1.88
C 1.82 0.26 -2.36
H 2.68 0.14 -3.05
H 4.29 -0.85 -1.01
H 1.83 1.25 -1.91
H 3.57 0.23 0.20
H 1.07 -2.78 -2.41
H 0.87 0.17 -2.89
C 3.51 -0.76 -0.24
H 2.85 -2.56 -2.58
H 3.68 -1.52 0.53
H 2.17 -3.39 -1.16
P -1.46 -0.03 1.93
C -2.76 -1.26 2.41
C -0.77 0.42 3.57
H -1.69 2.24 1.19
H -3.10 1.76 2.19
H -2.94 1.19 0.49
C -2.40 1.44 1.41
H -0.06 1.23 3.44
H -1.57 0.78 4.23
H -3.47 -0.80 3.11
H -2.30 -2.13 2.88
H -0.27 -0.42 4.06
H -3.27 -1.58 1.50
C -0.80 -2.17 -0.19
O -1.62 -2.60 -0.97
Se 1.73 -4.50 4.03
C 1.48 -3.14 2.97
N 1.22 -2.19 2.23
*
```

total energy: -4209.08740 Eh
HOMO energy (alpha / beta): -0.64671 / -0.65460 Ha
frontier orbital gap (alpha / beta): 0.225 / 0.080 Eh
<S²>: 2.026


DFT (ωB97M-V with the def2-TZVPD basis set) results for a structure of composition C20H28N2O4PtS4.

Geometry as ORCA input:
```
! wB97M-V def2-TZVPD RIJCOSX def2/J DEFGRID3
* xyz 2 5
Pt 0.22 0.04 -1.15
C -3.51 -0.14 5.64
C -2.75 0.46 4.50
C -3.07 1.74 4.02
C -2.35 2.32 3.00
C -1.29 1.61 2.44
C -0.94 0.34 2.90
C -1.67 -0.22 3.92
S -0.37 2.34 1.18
O 0.98 1.85 1.15
O -0.65 3.73 1.06
N -0.96 1.56 -0.26
C -1.32 2.24 -1.35
C -1.98 3.48 -1.48
C -2.25 3.94 -2.75
C -1.85 3.19 -3.86
C -1.17 1.98 -3.66
N -0.92 1.53 -2.45
H -4.55 0.18 5.64
H -3.07 0.19 6.59
H -3.47 -1.23 5.62
H -3.89 2.28 4.48
H -2.58 3.32 2.65
H -0.08 -0.17 2.47
H -1.41 -1.20 4.29
H -2.26 4.03 -0.59
H -2.76 4.88 -2.90
H -2.03 3.53 -4.86
H -0.81 1.39 -4.50
C -4.15 -2.10 0.37
O -2.77 -2.19 -0.11
C -2.52 -1.79 -1.30
S -3.48 -1.12 -2.45
S -0.93 -1.92 -1.99
H -4.13 -2.53 1.36
H -4.78 -2.69 -0.29
H -4.45 -1.06 0.38
C 4.29 -1.06 -4.47
C 4.03 -2.18 -3.47
C 4.35 -1.80 -2.03
S 3.30 -0.45 -1.47
O 1.88 -1.12 -1.56
C 3.67 -0.33 0.30
C 2.83 -1.20 1.22
C 3.01 -2.71 1.09
H 4.14 -1.42 -5.49
H 5.31 -0.70 -4.40
H 3.62 -0.21 -4.33
H 4.66 -3.04 -3.71
H 3.00 -2.54 -3.52
H 5.38 -1.45 -1.92
H 4.18 -2.63 -1.34
H 3.54 0.72 0.53
H 4.74 -0.56 0.38
H 1.77 -0.94 1.09
H 3.09 -0.88 2.23
H 2.61 -3.07 0.14
H 2.48 -3.23 1.88
H 4.06 -2.99 1.16
*
```

total energy: -2900.73734 Eh
HOMO energy (alpha / beta): -0.53497 / -0.54351 Ha
frontier orbital gap (alpha / beta): 0.325 / 0.207 Eh
<S²>: 6.057


> What is the total energy in the second record?

-338.48262 Eh